The following is a DFT calculation (ωB97M-V with the def2-TZVPD basis set) of a 10-piece molecular cluster, C30H48F6N2O12P overall in a non-equilibrium geometry.

Last column: Mulliken charge in e.
Positions of all 99 atoms, in Å:
1 P -0.22095 -0.68771 0.46001  1.81
2 F 0.47673 -0.61827 -0.99927  -0.42
3 F 0.88422 0.39566 0.99911  -0.48
4 F -1.16275 0.60866 0.21270  -0.54
5 F -0.68857 -0.81524 1.98188  -0.36
6 F -1.46994 -1.66375 0.02908  -0.47
7 F 0.73426 -1.93944 0.79058  -0.54
8 O -2.08641 4.84946 4.74468  -0.60
9 C -1.30096 4.75220 3.82682  0.37
10 O -1.22969 5.66227 2.79321  -0.39
11 C -0.48662 5.21119 1.72344  -0.37
12 C 0.17315 3.88780 2.20561  0.60
13 C -0.31001 3.60652 3.59693  0.79
14 H 0.30380 5.95486 1.62196  0.25
15 H -1.07260 5.22038 0.80440  0.16
16 H 1.25859 3.97687 2.16101  -0.07
17 H 0.11628 3.10328 1.45103  -0.30
18 H 0.56786 3.58285 4.24259  -0.09
19 H -0.70989 2.59532 3.67234  -0.32
20 O -3.71565 -6.00281 4.93575  -0.61
21 C -3.69807 -5.36574 3.91205  0.48
22 O -3.20938 -4.05729 3.93857  -0.35
23 C -3.25606 -3.44801 2.66103  0.08
24 C -3.41143 -4.59884 1.64381  -0.15
25 C -3.98344 -5.71406 2.49882  -0.45
26 H -2.28127 -2.98546 2.50635  -0.12
27 H -4.00892 -2.68528 2.46217  0.21
28 H -2.43101 -4.90282 1.27712  -0.09
29 H -4.08149 -4.36874 0.81545  0.43
30 H -3.60194 -6.71420 2.29317  0.31
31 H -5.05538 -5.76342 2.30753  0.20
32 O -4.01501 0.24933 -2.79382  -0.64
33 C -3.09290 0.52647 -3.57732  0.53
34 O -3.29421 0.81114 -4.85603  -0.39
35 C -2.09220 1.14909 -5.58738  -0.52
36 C -1.05129 1.52836 -4.42092  -0.10
37 C -1.62192 0.76584 -3.29672  2.01
38 H -2.39886 1.97214 -6.23286  0.33
39 H -1.79062 0.31874 -6.22588  0.23
40 H -1.08233 2.61092 -4.29762  0.24
41 H -0.00684 1.31764 -4.65073  0.02
42 H -1.36764 1.13283 -2.30235  -1.36
43 H -1.21338 -0.24394 -3.33603  -0.05
44 O 2.16153 -2.19070 -7.47033  -0.70
45 C 2.41070 -1.76601 -6.28731  0.45
46 O 1.51419 -1.21152 -5.51916  -0.26
47 C 1.92916 -0.71964 -4.31468  0.28
48 C 3.30521 -1.42757 -4.15394  -0.35
49 C 3.70948 -1.73839 -5.49794  -0.40
50 H 1.21430 -1.04735 -3.55990  -0.28
51 H 2.04753 0.35976 -4.40944  0.28
52 H 3.27084 -2.37057 -3.60834  -0.06
53 H 3.89210 -0.73651 -3.54888  0.52
54 H 4.10953 -2.73997 -5.65578  0.32
55 H 4.22926 -0.87410 -5.91138  0.23
56 O 2.98233 -6.41505 -0.99791  -0.65
57 C 2.04830 -5.64688 -1.32084  0.47
58 O 2.40305 -4.38017 -1.76809  -0.39
59 C 1.21388 -3.51734 -1.83146  0.51
60 C 0.17125 -4.32984 -1.01846  -0.51
61 C 0.55372 -5.78925 -1.25235  -0.46
62 H 0.86683 -3.38502 -2.85623  0.07
63 H 1.41238 -2.60957 -1.26167  -0.21
64 H -0.80662 -4.02610 -1.39210  0.43
65 H 0.13072 -4.08388 0.04265  0.13
66 H 0.25784 -6.17342 -2.22856  0.28
67 H 0.25006 -6.53546 -0.51814  0.29
68 C -0.92230 4.00479 -1.97573  -0.52
69 O -1.58758 3.15207 -1.03213  -0.50
70 H -1.67134 4.38696 -2.66926  0.37
71 H -0.41515 4.87489 -1.55880  0.32
72 H -0.15161 3.45869 -2.51970  0.01
73 H -1.32585 2.24116 -1.18489  0.01
74 C -2.88486 0.31633 3.77502  0.04
75 O -4.01963 0.23110 3.02037  -0.59
76 H -2.53120 -0.70182 3.93750  0.12
77 H -2.09671 0.75799 3.16521  -0.29
78 H -2.99910 0.84295 4.72250  0.40
79 H -3.84845 0.75298 2.23301  0.35
80 N 2.71156 2.11093 0.24158  0.30
81 C 3.60214 2.87641 0.96344  -0.29
82 C 3.97113 4.00149 0.16712  -0.86
83 C 3.09880 4.02809 -0.93538  -0.51
84 C 2.46627 2.80434 -0.93500  -0.44
85 H 2.28409 1.24479 0.53683  0.37
86 H 3.97583 2.50313 1.90546  0.16
87 H 4.59427 4.82723 0.47734  0.36
88 H 2.91831 4.73437 -1.73225  0.44
89 H 1.70648 2.33298 -1.54076  0.52
90 N 1.70465 0.85431 4.21277  0.14
91 C 2.98876 1.32997 4.44291  -0.70
92 C 2.82335 2.03227 5.60599  -0.45
93 C 1.54105 1.91324 6.18699  -0.64
94 C 0.89531 1.16822 5.31351  -0.44
95 H 1.39986 0.26250 3.45318  0.23
96 H 3.77367 1.23441 3.70726  0.53
97 H 3.59916 2.59873 6.09959  0.40
98 H 1.15753 2.28624 7.12517  0.46
99 H -0.05131 0.67831 5.13944  0.44

Forces on atoms 1 to 2 (eV/Å):
P -0.7 -0.2 1.2
F -0.9 0.2 -0.2

The calculation puts the largest force on an atom at 5.48 eV Å⁻¹. The calculation puts the highest occupied orbital energy at -6.4 eV. The calculation puts the total energy at -3125.1266 hartree. Its charge is -1. For the molecular weight, the calculation gives 773.678 g mol⁻¹.

The following is a DFT calculation (ωB97M-V with the def2-TZVPD basis set) of a 3-piece molecular cluster, C18H27IN2O4 overall.

Last column: Mulliken charge in e.
Positions of all 52 atoms, in Å:
1 N -3.62223 -4.68459 -2.29539  -0.40
2 C -2.98371 -4.65041 -3.24792  0.13
3 C -2.11907 -4.57463 -4.41208  -0.41
4 I -2.20023 -6.39161 -5.53511  0.16
5 C -2.39451 -3.31979 -5.29718  0.31
6 C -3.81155 -2.96132 -5.28838  -0.14
7 N -4.93021 -2.71103 -5.25786  -0.46
8 C -1.51198 -2.16650 -4.82574  0.14
9 C -0.17854 -2.16516 -5.22368  -0.33
10 C 0.67543 -1.17179 -4.77412  -0.71
11 C 0.19313 -0.18220 -3.92858  -0.25
12 C -1.13032 -0.18210 -3.53140  -0.70
13 C -1.98975 -1.17763 -3.98049  -0.38
14 H -1.10284 -4.49409 -4.03952  0.51
15 H -2.13699 -3.55203 -6.32877  0.62
16 H 0.18086 -2.94365 -5.88642  0.39
17 H 1.71079 -1.17290 -5.08162  0.40
18 H 0.87663 0.57589 -3.57202  0.35
19 H -1.51812 0.57012 -2.85959  0.41
20 H -3.02790 -1.18865 -3.67778  0.36
21 C 0.14155 0.97127 -0.06213  -0.84
22 O 1.14520 1.34480 -0.99254  -0.23
23 C 1.63171 2.66283 -0.79751  -0.49
24 C 2.96810 2.66949 -0.09022  -0.63
25 O 2.86115 2.18114 1.23705  -0.29
26 C 3.30606 0.84293 1.37711  -0.71
27 H -0.02755 -0.09908 -0.16608  0.26
28 H 0.44167 1.18686 0.96570  0.40
29 H -0.79422 1.49803 -0.28186  0.29
30 H 0.90978 3.25608 -0.22738  0.34
31 H 1.74603 3.12567 -1.78311  0.39
32 H 3.33537 3.69905 -0.03607  0.37
33 H 3.69605 2.08052 -0.65673  0.35
34 H 4.39720 0.79213 1.29656  0.32
35 H 2.85728 0.18965 0.62516  0.31
36 H 3.00812 0.49826 2.36598  0.19
37 C -1.86783 0.63360 5.14007  -0.80
38 O -0.85958 1.01309 4.22118  -0.31
39 C -0.38305 2.33511 4.42276  -0.58
40 C 0.95272 2.34607 5.13016  -0.22
41 O 0.84732 1.85925 6.45880  -0.40
42 C 1.28652 0.52287 6.60863  -0.70
43 H -2.03164 -0.43601 5.02027  0.25
44 H -1.56879 0.83620 6.17131  0.34
45 H -2.80569 1.15846 4.92828  0.31
46 H -1.11166 2.92456 4.98752  0.37
47 H -0.26408 2.79679 3.43717  0.39
48 H 1.31767 3.37614 5.18627  0.36
49 H 1.68425 1.76212 4.56296  0.11
50 H 2.37526 0.45628 6.50485  0.31
51 H 0.81589 -0.14039 5.87845  0.31
52 H 1.01032 0.20026 7.61106  0.25

Forces on atoms 1 to 2 (eV/Å):
N -0.1 0.0 0.0
C 0.0 0.0 0.1

As for the SMILES: N#C[C@@H](I)[C@@H](C#N)c1ccccc1.COCCOC.COCCOC. The calculation puts the largest force on an atom at 0.39 eV Å⁻¹. The calculation puts the highest occupied orbital energy at -9.3 eV. The calculation puts the total energy at -1410.1204 hartree. For the molecular weight, the calculation gives 462.328 g mol⁻¹.

The following is a DFT calculation (ωB97M-V with the def2-TZVPD basis set) of a 2-piece molecular cluster, C28H24NO overall in a non-equilibrium geometry.

Last column: Mulliken charge in e.
Positions of all 54 atoms, in Å:
1 C 0.89981 -0.21133 -0.96051  -0.06
2 C 2.15842 -0.86879 -1.27871  0.59
3 C 3.34587 -0.11116 -1.47187  -0.32
4 C 4.58853 -0.73060 -1.56959  -0.64
5 C 4.68234 -2.12418 -1.66170  -0.54
6 C 3.51130 -2.88728 -1.64799  -0.55
7 C 2.26450 -2.27565 -1.49634  -0.60
8 C -0.32535 -0.87329 -1.17351  -0.20
9 C -1.52961 -0.22658 -1.40252  -0.28
10 C -2.80371 -0.87293 -1.54151  0.77
11 C -3.99308 -0.09896 -1.62404  -0.26
12 C -5.25139 -0.69230 -1.67554  -0.66
13 C -5.36936 -2.09184 -1.69792  -0.43
14 C -4.21142 -2.88059 -1.65155  -0.64
15 C -2.95133 -2.28687 -1.56725  -0.47
16 H 0.89102 0.88306 -1.01888  0.54
17 H 3.26913 0.97605 -1.47317  0.52
18 H 5.48797 -0.11931 -1.57017  0.41
19 H 5.66102 -2.60283 -1.73681  0.40
20 H 3.57798 -3.97155 -1.74356  0.39
21 H 1.37568 -2.90744 -1.47392  0.31
22 H -0.32677 -1.96018 -1.28120  -0.05
23 H -1.52916 0.86182 -1.43144  0.48
24 H -3.90160 0.98830 -1.62712  0.46
25 H -6.14896 -0.06996 -1.71879  0.40
26 H -6.35363 -2.56241 -1.76361  0.39
27 H -4.29192 -3.97060 -1.69816  0.39
28 H -2.06278 -2.91815 -1.52812  0.31
29 C -4.10365 0.39500 2.33351  -0.47
30 C -3.94450 1.42257 1.38680  -0.47
31 C -2.66363 1.91284 1.10502  -0.42
32 C -1.51281 1.34003 1.68439  0.40
33 C -0.17601 1.72739 1.08916  0.84
34 C 0.96682 0.88239 1.24746  -1.08
35 N 2.20647 1.51769 1.46488  0.48
36 C 2.53969 2.66582 0.78274  -0.05
37 C 3.85028 3.06035 0.61210  -0.76
38 C 4.89389 2.32723 1.19582  -0.23
39 C 4.53582 1.22317 1.99489  -0.65
40 C 3.22083 0.85965 2.14382  -0.04
41 O -0.17863 2.74314 0.34595  -0.75
42 C -1.69592 0.37125 2.67825  -0.28
43 C -2.97512 -0.10263 2.99891  -0.81
44 H -5.10872 0.01508 2.55220  0.42
45 H -4.81437 1.85507 0.86922  0.44
46 H -2.55678 2.74044 0.39450  0.48
47 H 0.87107 0.04895 1.92608  0.30
48 H 1.72969 3.21332 0.32341  0.52
49 H 4.04802 3.95536 0.01643  0.42
50 H 5.93865 2.61555 1.07366  0.45
51 H 5.30228 0.64267 2.52485  0.40
52 H 2.88677 0.01584 2.74894  0.37
53 H -0.82283 0.01320 3.21221  0.39
54 H -3.10082 -0.85581 3.78023  0.41

Forces on atoms 1 to 2 (eV/Å):
C 0.0 1.1 -1.1
C 1.0 -0.7 -0.3

The calculation puts the relative energy (zero: lowest compared OMol25 entry of this formula, charge and spin) at 1.779 eV. The calculation puts the largest force on an atom at 2.45 eV Å⁻¹. The calculation puts the highest occupied orbital energy at -10.7 eV. The calculation puts the total energy at -1211.0542 hartree. Its charge is +1. For the molecular weight, the calculation gives 390.506 g mol⁻¹.

The following is a DFT calculation (ωB97M-V with the def2-TZVPD basis set) of C4H3ClSi in the gas phase in a non-equilibrium geometry.

Last column: Mulliken charge in e.
Positions of all 9 atoms, in Å:
1 C 0.58514 2.56943 -0.44906  0.41
2 C 0.14095 1.55638 -0.02839  -0.86
3 Si -0.79534 0.01675 0.49977  0.36
4 Cl -2.74038 -0.42183 0.05274  -0.21
5 C 0.12934 -1.41597 -0.19000  -0.64
6 C 0.71708 -2.42386 -0.40074  0.23
7 H 1.26895 3.30663 -0.64675  0.42
8 H -0.40684 -0.01860 2.18914  -0.05
9 H 1.10109 -3.16891 -1.02671  0.35

Forces on atoms 1 to 2 (eV/Å):
C 0.8 0.5 0.0
C -2.9 -2.9 0.5

As for the SMILES: C#C[SiH](Cl)C#C. The calculation puts the relative energy (zero: lowest compared OMol25 entry of this formula, charge and spin) at 1.161 eV. The calculation puts the largest force on an atom at 4.10 eV Å⁻¹. The calculation puts the highest occupied orbital energy at -10.6 eV. The calculation puts the total energy at -903.7985 hartree. For the molecular weight, the calculation gives 114.607 g mol⁻¹.

no.,gap between HOMO and LUMO (hartree),LUMO level (Ha)
1,0.3078,0.07294
2,0.3276,-0.01364
3,0.2144,-0.17706
4,0.4006,0.01212